(1)
The following is a DFT calculation (ωB97M-V/def2-TZVPD) of a structure of composition C8H5AlCl2NO3Rh in a non-equilibrium geometry.

Geometry as XYZ:
```
21
Properties=species:S:1:pos:R:3:mulliken_spin:R:1
Rh -1.510 -1.159 -4.261 1.96
Al -0.871 0.542 0.406 0.13
Cl 0.794 -0.861 -4.099 0.85
Cl -2.758 -0.338 0.577 0.03
C -1.216 2.569 -0.072 0.03
C -1.373 -0.647 -6.007 0.05
C -3.296 -1.406 -4.346 -0.14
O -1.654 3.591 -0.412 0.00
O -1.232 -0.346 -7.124 -0.02
O -4.454 -1.501 -4.467 0.06
C 2.464 -0.179 3.506 -0.03
C 1.155 -0.531 3.830 0.23
C 0.145 -0.344 2.900 0.33
N 0.428 0.222 1.681 -0.03
C 1.729 0.498 1.313 0.34
C 2.752 0.309 2.230 0.19
H 3.258 -0.288 4.243 0.01
H 0.896 -0.947 4.803 0.00
H -0.897 -0.612 3.067 0.00
H 1.872 0.867 0.299 0.01
H 3.771 0.560 1.931 0.00
```

Maximum force   0.19916 hartree/bohr
Total charge   +4
Kohn-Sham gap (spin up / spin down)   3.5 / 4.4 eV
Calculated total energy   -50607.2381 eV
Multiplicity   5
Energy above the lowest of the compared OMol25 structures with the same formula, charge and spin   0.614 eV
Expectation value of S²   6.0378

(2)
The following is a DFT calculation (ωB97M-V/def2-TZVPD) of a cluster of 8 separate species, C18H54N2O13 in total in a non-equilibrium geometry.

Geometry as XYZ:
```
87
Properties=species:S:1:pos:R:3:lowdin_charge:R:1
O 0.546 0.705 0.011 -0.07
H -0.367 0.656 -0.313 0.04
H 0.594 0.005 0.700 0.02
C -2.985 1.989 -3.344 -0.26
C -4.431 1.507 -3.528 -0.23
O -4.945 0.728 -2.441 -0.07
O -2.077 0.932 -3.224 -0.07
H -2.933 2.729 -2.536 0.12
H -2.778 2.497 -4.291 0.12
H -4.528 0.964 -4.469 0.12
H -5.071 2.390 -3.661 0.12
H -5.464 1.348 -1.923 0.08
H -2.146 0.506 -2.359 0.04
C -0.512 4.675 2.585 -0.24
C 0.151 3.320 2.681 -0.23
O 1.030 3.025 1.583 -0.08
O -1.690 4.746 1.790 -0.07
H 0.177 5.428 2.177 0.12
H -0.747 4.961 3.613 0.12
H -0.602 2.519 2.637 0.12
H 0.657 3.210 3.644 0.10
H 0.808 2.138 1.275 0.01
H -1.502 4.233 0.992 0.08
C -3.519 1.307 0.781 -0.23
C -3.321 -0.164 0.441 -0.22
O -2.364 -0.360 -0.598 -0.09
O -4.243 1.415 1.995 -0.04
H -4.134 1.753 -0.002 0.11
H -2.583 1.871 0.760 0.11
H -4.253 -0.685 0.202 0.13
H -2.973 -0.679 1.355 0.11
H -2.247 -1.314 -0.685 0.10
H -4.020 0.627 2.505 0.08
C 1.245 2.155 -3.254 -0.23
C 1.850 3.390 -3.912 -0.28
O 1.680 4.515 -3.111 -0.04
O 1.995 1.902 -2.061 -0.10
H 1.277 1.224 -3.824 0.11
H 0.215 2.432 -3.009 0.11
H 1.412 3.522 -4.905 0.12
H 2.878 3.125 -4.203 0.12
H 2.145 4.345 -2.282 0.09
H 1.428 1.474 -1.394 0.03
C 3.763 0.909 1.349 -0.23
C 4.105 -0.540 1.587 -0.24
O 4.678 -0.670 2.879 -0.07
O 5.005 1.653 1.264 -0.08
H 3.271 1.347 2.226 0.09
H 3.156 1.213 0.492 0.11
H 4.756 -0.898 0.783 0.12
H 3.223 -1.181 1.627 0.10
H 5.468 -0.118 2.925 0.09
H 4.788 2.503 0.872 0.08
C -0.824 -2.109 3.763 -0.06
C -0.123 -1.066 2.883 -0.41
C 1.050 -0.363 3.568 -0.23
O 0.744 0.195 4.799 -0.16
C 1.814 0.968 5.291 -0.09
N 0.308 -1.647 1.589 0.05
H -1.327 -1.620 4.601 0.08
H -0.130 -2.804 4.250 0.09
H -1.549 -2.715 3.219 0.07
H -0.912 -0.318 2.730 0.12
H 1.483 0.363 2.865 0.10
H 1.839 -1.129 3.682 0.14
H 2.695 0.350 5.497 0.10
H 1.504 1.506 6.179 0.09
H 2.177 1.663 4.525 0.08
H -0.510 -1.948 1.063 0.07
H 0.688 -2.554 1.867 0.10
C 0.738 -5.888 -1.326 -0.06
C -0.184 -5.641 -2.521 -0.44
C 0.092 -4.293 -3.170 -0.24
O -0.148 -3.256 -2.267 -0.19
C 0.323 -1.992 -2.673 -0.09
N 0.033 -6.738 -3.473 0.03
H 1.775 -5.907 -1.659 0.08
H 0.444 -6.794 -0.799 0.08
H 0.616 -5.074 -0.608 0.07
H -1.215 -5.671 -2.164 0.14
H -0.515 -4.216 -4.086 0.13
H 1.128 -4.302 -3.544 0.13
H 0.329 -1.889 -3.765 0.09
H 1.384 -1.848 -2.438 0.10
H -0.290 -1.226 -2.213 0.06
H -0.326 -6.478 -4.393 0.07
H 1.025 -6.849 -3.674 0.07
```

Maximum force   0.04165 hartree/bohr
SMILES   COC[C@H](C)N.COC[C@H](C)N.OCCO.OCCO.OCCO.OCCO.OCCO.O
Kohn-Sham gap   9.8 eV
Calculated total energy   -49135.8085 eV
Energy above the lowest of the compared OMol25 structures with the same formula, charge and spin   0.000 eV

(3)
The following is a DFT calculation (ωB97M-V/def2-TZVPD) of the molecule C17H26N2O3 in a non-equilibrium geometry.

Geometry as XYZ:
```
48
Properties=species:S:1:pos:R:3:lowdin_charge:R:1
C -4.140 -1.646 3.524 -0.12
C -3.604 -0.622 2.531 -0.27
C -3.413 -1.234 1.145 -0.21
C -2.974 -0.225 0.082 -0.16
H -3.041 -0.698 -0.899 0.12
H -3.651 0.631 0.099 0.11
C -1.532 0.255 0.273 -0.26
C -0.584 -0.894 -0.038 -0.43
O -0.829 -1.720 -0.897 0.07
N 0.564 -0.972 0.690 -0.04
C 1.103 0.043 1.573 -0.11
H 0.630 1.003 1.376 0.11
C 2.614 0.182 1.311 -0.11
N 2.881 -0.033 -0.094 -0.04
C 2.969 1.061 -0.897 -0.40
O 2.847 2.193 -0.451 0.06
C 3.275 0.864 -2.321 -0.18
C 3.163 1.801 -3.319 0.01
C 3.637 1.186 -4.496 -0.05
C 4.015 -0.072 -4.131 -0.10
O 3.801 -0.278 -2.826 0.03
H 4.435 -0.884 -4.691 0.12
H 3.695 1.618 -5.473 0.10
H 2.783 2.795 -3.204 0.12
C 2.627 -1.390 -0.535 -0.10
H 3.542 -1.990 -0.476 0.13
C 1.524 -2.001 0.348 -0.11
H 0.999 -2.783 -0.201 0.12
H 1.935 -2.420 1.270 0.12
H 2.283 -1.379 -1.569 0.12
H 3.190 -0.547 1.887 0.13
H 2.946 1.188 1.569 0.13
H 0.928 -0.233 2.622 0.13
H -1.402 0.588 1.304 0.12
C -1.184 1.410 -0.686 -0.20
C -1.783 2.741 -0.250 -0.09
H -2.868 2.696 -0.224 0.07
H -1.491 3.525 -0.945 0.07
H -1.426 3.016 0.741 0.08
H -0.098 1.523 -0.749 0.10
H -1.540 1.149 -1.684 0.12
H -4.361 -1.675 0.829 0.12
H -2.679 -2.041 1.197 0.11
H -4.303 0.215 2.462 0.11
H -2.656 -0.231 2.905 0.10
H -5.103 -2.030 3.194 0.07
H -3.452 -2.484 3.615 0.07
H -4.268 -1.199 4.508 0.07
```

Maximum force   0.02542 hartree/bohr
SMILES   CCCC[C@H](CC)C(=O)N1CCN(C(=O)c2ccco2)CC1
Kohn-Sham gap   9.7 eV
Calculated total energy   -27174.0340 eV
Energy above the lowest of the compared OMol25 structures with the same formula, charge and spin   1.771 eV

(4)
The following is a DFT calculation (ωB97M-V/def2-TZVPD) of a cluster of 9 separate species, C18H54O9 in total in a non-equilibrium geometry.

Geometry as XYZ:
```
81
Properties=species:S:1:pos:R:3:lowdin_charge:R:1
C 0.092 -3.017 -2.575 -0.07
C 0.717 -3.903 -3.702 -0.26
O 2.071 -4.080 -3.285 -0.03
H 0.263 -3.265 -1.581 0.02
H -0.981 -3.149 -2.573 0.05
H 0.421 -1.867 -2.690 0.11
H 0.528 -3.262 -4.561 0.10
H 0.273 -4.799 -3.901 0.08
H 2.435 -4.562 -3.924 0.00
C -2.879 -3.980 1.835 -0.09
C -1.872 -3.422 0.781 -0.28
O -2.452 -3.396 -0.527 -0.09
H -3.809 -3.287 1.771 0.09
H -2.532 -3.859 2.876 0.04
H -3.317 -5.173 1.904 0.14
H -1.150 -4.176 0.695 0.09
H -1.604 -2.439 0.785 0.07
H -3.028 -4.119 -0.588 0.04
C 0.311 3.592 2.881 -0.11
C -1.001 3.604 3.629 -0.36
O -1.831 2.525 3.229 -0.13
H 0.834 4.643 2.928 0.10
H -0.036 3.579 1.780 0.07
H 0.957 2.739 3.206 0.07
H -1.544 4.576 3.299 0.13
H -0.938 3.592 4.727 0.10
H -2.502 2.722 2.524 0.05
C -0.298 0.805 0.414 -0.05
C 0.220 0.328 -0.930 -0.34
O 0.805 1.367 -1.687 -0.11
H 0.563 0.681 1.124 0.09
H -0.953 0.144 0.873 0.03
H -0.915 1.709 0.336 0.06
H -0.584 -0.043 -1.492 0.08
H 0.902 -0.476 -0.907 0.08
H 0.368 1.147 -2.599 0.09
C -0.766 -1.240 3.773 -0.01
C -0.373 -0.312 4.974 -0.23
O 0.077 -0.905 6.234 -0.12
H -1.335 -2.046 4.109 0.06
H 0.123 -1.548 3.210 0.10
H -1.356 -0.902 3.224 -0.07
H -1.192 0.106 5.331 0.05
H 0.202 0.597 4.681 0.11
H 0.054 -0.265 7.010 0.11
C -3.552 5.025 -0.653 -0.07
C -2.887 3.815 0.041 -0.28
O -3.538 3.650 1.299 -0.09
H -4.533 4.732 -0.956 0.06
H -2.840 5.277 -1.386 0.05
H -3.727 5.948 -0.022 0.10
H -1.817 3.638 0.259 0.10
H -3.078 3.020 -0.653 0.10
H -4.416 3.369 1.074 0.09
C 3.837 1.489 0.860 -0.11
C 4.029 1.699 -0.565 -0.35
O 5.445 1.950 -0.863 -0.14
H 4.457 2.333 1.346 0.12
H 4.009 0.522 1.329 0.07
H 2.835 1.735 1.036 0.03
H 3.472 2.606 -0.768 0.10
H 3.695 0.827 -1.283 0.14
H 5.415 2.048 -1.899 0.13
C 3.851 -2.728 -0.195 -0.10
C 3.381 -4.004 0.469 -0.32
O 3.416 -3.707 1.847 -0.11
H 4.868 -2.503 -0.286 0.06
H 3.022 -2.058 -0.155 0.05
H 3.529 -2.915 -1.298 0.09
H 4.027 -4.823 0.147 0.11
H 2.399 -4.037 0.101 0.08
H 4.211 -3.129 2.122 0.13
C -2.412 1.096 -5.099 -0.07
C -0.956 1.304 -5.643 -0.30
O -0.153 1.406 -4.485 -0.10
H -3.142 0.816 -5.869 0.06
H -2.722 2.070 -4.626 0.08
H -2.463 0.262 -4.370 0.07
H -0.771 2.213 -6.288 0.12
H -0.588 0.595 -6.380 0.10
H 0.733 1.497 -4.806 0.08
```

Maximum force   0.28414 hartree/bohr
SMILES   CCO.CCO.CCO.CCO.CCO.CCO.CCO.CCO.CCO
Kohn-Sham gap   10.0 eV
Calculated total energy   -37958.8079 eV
Energy above the lowest of the compared OMol25 structures with the same formula, charge and spin   11.057 eV

(5)
The following is a DFT calculation (ωB97M-V/def2-TZVPD) of a structure of composition C23H27N5O4Ti in a non-equilibrium geometry.

Geometry as XYZ:
```
60
Properties=species:S:1:pos:R:3:lowdin_charge:R:1
Ti 8.429 7.672 9.974 1.11
C 8.096 6.230 8.606 -0.12
C 6.196 9.094 8.440 -0.01
N 6.723 10.101 8.994 -0.06
C 6.341 10.491 10.315 -0.14
C 7.529 10.571 11.280 -0.20
C 7.976 11.762 11.867 0.04
C 9.138 11.750 12.677 0.00
C 9.874 10.600 12.847 0.02
C 9.363 9.427 12.276 -0.21
C 10.163 8.169 12.343 -0.10
N 10.282 7.550 10.974 -0.13
C 10.949 6.178 10.946 -0.09
C 10.371 5.319 9.756 -0.07
N 9.535 6.260 8.894 -0.14
N 8.228 9.418 11.501 0.10
H 7.904 6.673 7.636 0.09
H 7.588 5.344 8.933 0.10
H 5.353 8.561 8.841 0.09
H 6.497 8.902 7.362 0.12
H 8.044 10.796 8.037 0.11
H 5.610 9.727 10.742 0.15
H 5.890 11.440 10.327 0.11
H 7.453 12.694 11.689 0.12
H 9.519 12.634 13.063 0.10
H 10.684 10.578 13.551 0.13
H 9.755 7.418 13.066 0.16
H 11.115 8.394 12.690 0.11
H 10.891 8.192 10.393 0.15
H 10.681 5.699 11.953 0.15
H 12.007 6.299 10.813 0.12
H 9.602 4.635 10.139 0.12
H 11.064 4.821 9.118 0.12
H 10.090 6.563 8.043 0.17
O 11.372 9.124 8.114 0.12
C 10.198 9.471 8.017 -0.52
O 9.187 8.971 8.654 -0.14
C 9.811 10.523 7.076 -0.11
C 10.608 10.812 5.981 0.07
C 10.196 11.805 5.101 0.10
C 9.119 12.660 5.459 -0.14
C 8.714 13.738 4.702 0.02
C 7.655 14.487 5.196 -0.03
C 6.952 14.176 6.337 -0.04
C 7.265 13.079 7.055 0.01
C 8.368 12.344 6.604 -0.12
N 8.674 11.169 7.278 0.20
H 11.485 10.316 5.713 0.12
H 10.775 12.082 4.307 0.11
H 9.300 13.991 3.834 0.13
H 7.417 15.355 4.592 0.13
H 6.143 14.835 6.613 0.13
H 6.840 12.732 8.012 0.12
C 5.684 5.428 11.807 0.05
C 6.619 6.363 11.202 -0.66
O 6.265 7.384 10.551 -0.07
O 7.867 6.210 11.318 -0.07
H 4.932 5.122 11.048 0.12
H 5.182 6.042 12.604 0.13
H 6.174 4.582 12.238 0.09
```

Maximum force   0.07099 hartree/bohr
Total charge   +2
Kohn-Sham gap   8.1 eV
Calculated total energy   -63034.0829 eV
Energy above the lowest of the compared OMol25 structures with the same formula, charge and spin   0.965 eV

(6)
The following is a DFT calculation (ωB97M-V/def2-TZVPD) of the ion C7H13N2 with charge +1 in a non-equilibrium geometry.

Geometry as XYZ:
```
22
Properties=species:S:1:pos:R:3:lowdin_charge:R:1
C -0.806 1.685 0.142 -0.09
C 0.197 0.870 -0.234 0.15
C -2.274 0.156 -0.552 -0.50
C -3.218 -0.779 0.178 0.01
C 2.332 1.006 0.995 -0.01
C 1.902 -0.802 -0.781 -0.04
C 1.565 0.614 -0.281 -0.38
N -2.058 1.343 0.154 0.18
N -1.118 -0.520 -0.893 0.24
H -0.571 2.563 0.627 0.13
H -2.879 0.473 -1.383 0.19
H -4.147 -1.046 -0.294 0.09
H -3.539 -0.170 1.111 0.13
H -2.741 -1.619 0.488 0.05
H 2.246 2.048 1.203 0.08
H 3.354 0.593 0.863 0.11
H 1.980 0.570 1.869 0.07
H 1.275 -1.612 -0.257 0.12
H 2.898 -1.064 -0.516 0.07
H 1.658 -1.080 -1.772 0.07
H 1.878 1.408 -1.133 0.23
H -1.097 -1.185 -1.593 0.10
```

Maximum force   0.12928 hartree/bohr
Total charge   +1
Kohn-Sham gap (spin up / spin down)   7.2 / 8.6 eV
Calculated total energy   -10437.6521 eV
Energy above the lowest of the compared OMol25 structures with the same formula, charge and spin   6.546 eV